1.
{"formula": "C4H8N2OS", "method": "the ωB97M-V functional and the def2-TZVPD basis", "gap_ev": [6.424, 7.681], "max_force_ev_per_a": 5.045, "de_lowest_kcal_mol": 102.4, "e_lumo_ev": [-0.36, 0.24], "e_tot_ha": -739.9988, "e_homo_ha": [-0.249, -0.274], "elements": ["C", "C", "C", "C", "N", "N", "O", "S", "H", "H", "H", "H", "H", "H", "H", "H"], "coordinates": [[-1.538, 1.791, -0.436], [-0.139, -0.177, -0.103], [-1.214, -1.006, 0.592], [2.010, -1.146, 0.268], [-0.429, 1.237, -0.484], [1.061, -0.263, 0.577], [0.387, 1.850, 2.168], [1.532, 1.097, 1.644], [-1.704, 2.829, -0.666], [0.068, -0.666, -1.172], [-2.187, -0.803, 0.039], [-1.454, -0.697, 1.636], [-1.146, -2.050, 0.512], [2.067, -1.884, -0.553], [-2.479, 1.210, -0.362], [2.777, -1.093, 1.042]], "nbo_charge": [-0.01, 0.07, -0.64, -0.19, -0.40, -0.50, -0.92, 0.98, 0.18, 0.21, 0.21, 0.24, 0.23, 0.21, 0.13, 0.19]}

***

2.
{"formula": "C45H117N7O17", "method": "the ωB97M-V functional and the def2-TZVPD basis", "gap_ev": 7.181, "max_force_ev_per_a": 18.546, "de_lowest_kcal_mol": 1244.6, "e_lumo_ev": 0.49, "e_tot_ha": -3444.7911, "e_homo_ha": -0.246, "elements": ["C", "O", "C", "C", "N", "C", "C", "O", "C", "H", "H", "H", "H", "H", "H", "H", "H", "H", "H", "H", "H", "H", "H", "H", "C", "O", "C", "C", "N", "C", "C", "O", "C", "H", "H", "H", "H", "H", "H", "H", "H", "H", "H", "H", "H", "H", "H", "H", "C", "O", "C", "C", "N", "C", "C", "O", "C", "H", "H", "H", "H", "H", "H", "H", "H", "H", "H", "H", "H", "H", "H", "H", "C", "O", "C", "C", "N", "C", "C", "O", "C", "H", "H", "H", "H", "H", "H", "H", "H", "H", "H", "H", "H", "H", "H", "H", "C", "O", "C", "C", "N", "C", "C", "O", "C", "H", "H", "H", "H", "H", "H", "H", "H", "H", "H", "H", "H", "H", "H", "H", "C", "O", "C", "C", "N", "C", "C", "O", "C", "H", "H", "H", "H", "H", "H", "H", "H", "H", "H", "H", "H", "H", "H", "H", "C", "O", "C", "C", "N", "C", "C", "O", "C", "H", "H", "H", "H", "H", "H", "H", "H", "H", "H", "H", "H", "H", "H", "H", "C", "O", "H", "H", "H", "H", "C", "O", "H", "H", "H", "H", "C", "O", "H", "H", "H", "H"], "coordinates": [[-16.996, 22.619, -16.648], [-17.854, 21.512, -16.318], [-17.892, 20.599, -17.347], [-18.706, 19.387, -16.923], [-17.974, 18.638, -15.963], [-18.762, 17.500, -15.485], [-18.186, 16.759, -14.265], [-18.057, 17.728, -13.226], [-17.594, 17.112, -11.977], [-15.945, 22.330, -16.690], [-17.028, 23.471, -15.969], [-17.376, 23.037, -17.580], [-16.902, 20.251, -17.640], [-18.416, 20.983, -18.222], [-18.900, 18.711, -17.756], [-19.686, 19.752, -16.616], [-17.727, 19.232, -15.185], [-19.020, 16.951, -16.390], [-19.689, 17.855, -15.033], [-17.211, 16.357, -14.539], [-18.766, 15.887, -13.964], [-16.509, 17.127, -12.073], [-17.958, 16.108, -11.757], [-17.887, 17.781, -11.167], [-20.578, 18.827, -8.463], [-21.646, 18.375, -7.633], [-21.289, 18.159, -6.279], [-20.398, 16.914, -5.854], [-21.007, 15.802, -6.583], [-21.924, 15.050, -5.821], [-22.691, 14.000, -6.643], [-23.339, 14.608, -7.775], [-24.532, 15.375, -7.514], [-20.002, 17.972, -8.818], [-19.908, 19.486, -7.910], [-21.007, 19.357, -9.314], [-22.273, 18.148, -5.812], [-20.943, 19.060, -5.773], [-20.400, 16.825, -4.768], [-19.386, 17.204, -6.136], [-21.554, 16.303, -7.269], [-22.673, 15.687, -5.350], [-21.286, 14.600, -5.060], [-23.494, 13.650, -5.994], [-22.038, 13.212, -7.020], [-25.219, 15.406, -8.359], [-24.308, 16.418, -7.288], [-25.194, 14.908, -6.784], [-20.328, 21.249, -11.974], [-20.496, 21.986, -13.170], [-19.675, 21.520, -14.208], [-20.045, 22.298, -15.470], [-21.130, 21.760, -16.241], [-21.430, 22.719, -17.278], [-22.386, 21.961, -18.247], [-21.660, 20.930, -18.902], [-22.376, 20.286, -19.942], [-19.559, 21.736, -11.374], [-20.184, 20.169, -11.956], [-21.166, 21.536, -11.339], [-19.797, 20.439, -14.282], [-18.623, 21.659, -13.959], [-19.230, 22.337, -16.193], [-20.262, 23.273, -15.035], [-20.845, 20.913, -16.711], [-20.537, 22.841, -17.891], [-21.858, 23.635, -16.869], [-22.752, 22.679, -18.981], [-23.292, 21.561, -17.793], [-22.404, 20.872, -20.861], [-23.404, 20.052, -19.663], [-21.933, 19.337, -20.243], [-22.829, 12.607, -17.359], [-23.227, 12.704, -15.974], [-23.452, 13.979, -15.497], [-22.153, 14.818, -15.409], [-22.408, 16.008, -14.665], [-21.339, 16.989, -14.880], [-21.554, 18.256, -14.047], [-21.482, 17.955, -12.678], [-20.209, 17.788, -12.149], [-23.583, 12.969, -18.058], [-22.766, 11.530, -17.509], [-21.877, 13.089, -17.583], [-23.674, 13.830, -14.440], [-24.295, 14.443, -16.009], [-21.777, 15.128, -16.385], [-21.390, 14.245, -14.882], [-22.492, 15.745, -13.693], [-21.381, 17.193, -15.950], [-20.333, 16.669, -14.611], [-22.576, 18.631, -14.086], [-20.899, 19.072, -14.353], [-19.523, 18.615, -12.333], [-19.738, 16.845, -12.424], [-20.377, 17.781, -11.072], [-22.826, 17.291, -9.085], [-23.099, 17.987, -10.245], [-21.963, 18.589, -10.832], [-22.392, 19.255, -12.212], [-23.384, 20.401, -12.115], [-23.425, 21.189, -13.368], [-24.728, 22.111, -13.266], [-25.693, 21.292, -13.785], [-26.978, 21.861, -13.790], [-21.799, 16.930, -9.139], [-23.503, 16.437, -9.081], [-23.040, 17.918, -8.219], [-21.225, 17.840, -11.121], [-21.496, 19.278, -10.128], [-22.753, 18.505, -12.916], [-21.406, 19.624, -12.495], [-24.264, 19.919, -12.006], [-23.463, 20.535, -14.239], [-22.511, 21.781, -13.433], [-24.789, 22.962, -13.944], [-25.018, 22.399, -12.255], [-27.627, 21.087, -14.201], [-26.958, 22.709, -14.475], [-27.294, 22.141, -12.785], [-16.417, 17.108, -9.676], [-15.811, 18.164, -10.408], [-16.390, 19.411, -10.042], [-15.703, 20.620, -10.747], [-14.338, 20.832, -10.268], [-13.843, 22.034, -10.887], [-12.476, 22.401, -10.237], [-12.703, 22.599, -8.856], [-11.480, 22.896, -8.235], [-15.652, 16.337, -9.584], [-17.328, 16.756, -10.161], [-16.699, 17.368, -8.656], [-16.459, 19.530, -8.961], [-17.434, 19.345, -10.346], [-16.265, 21.524, -10.512], [-15.746, 20.476, -11.826], [-14.339, 21.054, -9.282], [-14.480, 22.880, -10.630], [-13.771, 22.011, -11.975], [-12.000, 23.273, -10.684], [-11.802, 21.561, -10.403], [-10.874, 21.993, -8.158], [-11.716, 23.211, -7.219], [-10.946, 23.747, -8.658], [-14.471, 15.856, -14.763], [-15.098, 15.360, -13.533], [-14.109, 15.064, -12.547], [-14.776, 14.392, -11.321], [-15.596, 15.321, -10.509], [-16.249, 14.523, -9.424], [-17.342, 15.359, -8.671], [-18.298, 16.026, -9.518], [-19.404, 16.624, -8.809], [-14.142, 16.886, -14.630], [-15.225, 15.812, -15.549], [-13.637, 15.193, -14.992], [-13.535, 15.930, -12.216], [-13.385, 14.334, -12.910], [-14.011, 13.910, -10.714], [-15.484, 13.626, -11.637], [-16.400, 15.600, -11.053], [-15.516, 13.999, -8.811], [-16.962, 13.827, -9.867], [-16.724, 16.049, -8.096], [-17.837, 14.725, -7.936], [-19.031, 17.314, -8.052], [-19.993, 15.906, -8.237], [-20.022, 17.163, -9.527], [-18.958, 19.553, -10.864], [-20.042, 19.806, -9.979], [-18.636, 18.542, -10.617], [-19.348, 19.638, -11.878], [-18.147, 20.264, -10.703], [-20.298, 20.731, -9.957], [-19.894, 23.052, -10.267], [-20.329, 21.733, -10.158], [-19.952, 23.689, -9.384], [-18.840, 22.991, -10.538], [-20.418, 23.490, -11.116], [-21.286, 21.686, -10.216], [-17.220, 20.582, -12.935], [-18.443, 19.976, -13.370], [-17.344, 21.624, -12.642], [-16.837, 20.049, -12.065], [-16.429, 20.488, -13.680], [-18.353, 19.046, -13.589]], "lowdin_charge": [-0.06, -0.26, -0.23, -0.20, -0.02, -0.18, -0.14, -0.24, -0.05, 0.09, 0.09, 0.09, 0.13, 0.13, 0.13, 0.10, 0.09, 0.14, 0.05, 0.11, 0.13, 0.12, 0.12, 0.05, -0.15, -0.27, -0.19, -0.14, -0.09, -0.23, -0.17, -0.20, -0.12, -0.02, 0.14, 0.00, 0.12, 0.11, 0.12, 0.10, 0.07, 0.11, 0.12, 0.11, 0.12, 0.09, 0.07, 0.09, -0.16, -0.11, -0.21, -0.19, -0.04, -0.18, -0.21, -0.20, -0.11, 0.07, 0.05, 0.10, 0.10, 0.10, 0.07, 0.13, 0.07, 0.11, 0.13, 0.11, 0.12, 0.08, 0.08, 0.08, -0.09, -0.19, -0.23, -0.23, -0.05, -0.19, -0.14, -0.26, -0.08, 0.08, 0.09, 0.08, 0.12, 0.13, 0.11, 0.13, 0.12, 0.13, 0.06, 0.12, 0.13, 0.08, 0.13, 0.08, -0.12, -0.09, -0.13, -0.25, -0.01, -0.14, -0.22, -0.23, -0.11, 0.09, 0.07, 0.10, 0.02, 0.07, 0.09, 0.10, 0.10, 0.11, 0.09, 0.11, 0.11, 0.09, 0.08, 0.09, -0.24, -0.14, -0.19, -0.20, -0.04, -0.22, -0.23, -0.19, -0.12, 0.04, -0.01, 0.10, 0.14, 0.02, 0.12, 0.06, 0.11, 0.11, 0.12, 0.12, 0.12, 0.09, 0.09, 0.09, -0.07, -0.21, -0.21, -0.15, -0.12, -0.11, -0.19, -0.22, -0.06, 0.09, 0.08, 0.08, 0.13, 0.11, 0.12, 0.11, 0.07, 0.14, 0.12, 0.10, 0.14, 0.11, 0.10, 0.08, -0.15, -0.22, 0.09, 0.02, 0.10, -0.20, 0.00, -0.12, 0.11, 0.12, 0.13, 0.16, -0.08, -0.29, 0.12, 0.03, 0.12, 0.00]}

***

3.
{"formula": "C14H15O2PS2", "method": "the ωB97M-V functional and the def2-TZVPD basis", "gap_ev": 9.137, "max_force_ev_per_a": 3.047, "de_lowest_kcal_mol": 2.6, "e_lumo_ev": 0.47, "e_tot_ha": -1830.7563, "smiles": "O[P@](=S)(OCc1ccccc1)SCc1ccccc1", "e_homo_ha": -0.319, "elements": ["O", "P", "S", "O", "C", "C", "C", "C", "C", "C", "C", "S", "C", "C", "C", "C", "C", "C", "C", "H", "H", "H", "H", "H", "H", "H", "H", "H", "H", "H", "H", "H", "H", "H"], "coordinates": [[3.818, 0.395, 0.631], [2.454, 0.754, -0.165], [3.062, 1.857, -1.672], [1.252, 1.432, 0.692], [1.323, 1.147, 2.086], [0.080, 1.647, 2.779], [-1.171, 1.204, 2.343], [-2.338, 1.646, 2.969], [-2.258, 2.525, 4.067], [-1.031, 2.927, 4.516], [0.139, 2.485, 3.910], [1.607, -1.050, -0.726], [0.233, -0.368, -1.726], [-0.225, -1.488, -2.636], [0.359, -1.669, -3.896], [-0.068, -2.725, -4.695], [-1.045, -3.631, -4.258], [-1.658, -3.433, -3.009], [-1.195, -2.392, -2.170], [4.404, 0.008, -0.034], [2.183, 1.657, 2.480], [1.466, 0.062, 2.310], [-1.254, 0.532, 1.478], [-3.300, 1.284, 2.612], [-3.166, 2.878, 4.556], [-0.917, 3.598, 5.338], [1.104, 2.838, 4.283], [-0.587, 0.052, -1.110], [0.639, 0.508, -2.302], [1.196, -1.034, -4.172], [0.369, -2.927, -5.666], [-1.340, -4.416, -4.936], [-2.458, -4.092, -2.686], [-1.677, -2.212, -1.191]], "nbo_charge": [-0.98, 1.65, -0.61, -0.79, -0.13, 0.04, -0.24, -0.19, -0.21, -0.21, -0.22, -0.07, -0.54, -0.06, -0.20, -0.20, -0.21, -0.20, -0.20, 0.53, 0.19, 0.20, 0.21, 0.21, 0.22, 0.21, 0.21, 0.23, 0.26, 0.22, 0.21, 0.22, 0.22, 0.21]}

***

4.
{"formula": "C5H31N2O10", "method": "the ωB97M-V functional and the def2-TZVPD basis", "gap_ev": 9.051, "max_force_ev_per_a": 2.687, "de_lowest_kcal_mol": 21.1, "e_lumo_ev": 2.90, "e_tot_ha": -1071.0548, "total_charge": -1, "e_homo_ha": -0.226, "elements": ["N", "C", "C", "C", "N", "C", "C", "O", "H", "H", "H", "H", "H", "H", "H", "H", "H", "H", "H", "H", "H", "H", "H", "O", "H", "H", "O", "H", "H", "O", "H", "H", "O", "H", "H", "O", "H", "H", "O", "H", "H", "O", "H", "H", "O", "H", "H", "O"], "coordinates": [[-2.639, 0.948, -1.843], [-1.327, 0.884, -1.134], [-0.655, 2.251, -1.126], [-1.378, 0.154, 0.238], [-0.670, -1.103, 0.060], [-0.544, -2.020, 1.230], [0.266, -3.264, 0.948], [1.646, -3.004, 0.723], [-3.402, 1.197, -1.231], [-2.914, 0.027, -2.163], [-0.765, 0.237, -1.808], [0.421, 2.142, -1.056], [-0.924, 2.673, -2.105], [-1.072, 3.052, -0.512], [-2.382, -0.049, 0.631], [-0.935, 0.843, 0.970], [0.241, -0.926, -0.357], [-1.585, -2.166, 1.530], [-0.038, -1.385, 1.964], [-0.239, -3.893, 0.216], [0.361, -3.825, 1.875], [1.414, -1.590, -2.720], [0.683, -2.966, -3.312], [1.340, -2.293, -3.413], [1.946, 0.390, -0.440], [3.118, 0.893, 0.240], [2.212, 1.245, 0.157], [3.974, -1.439, 0.401], [3.229, -0.834, -0.838], [4.162, -0.994, -0.431], [-1.249, 1.173, 3.126], [-0.980, 2.660, 2.963], [-1.576, 2.040, 3.392], [1.165, 0.217, 2.044], [1.293, 1.515, 2.446], [0.826, 0.738, 2.769], [1.912, -0.110, -2.173], [1.720, -2.509, -0.094], [1.837, -0.695, -1.407], [-2.640, 2.698, 1.415], [-2.936, 2.302, -0.020], [-3.314, 2.768, 0.731], [2.201, 2.973, 1.061], [1.086, 3.735, 0.507], [1.512, 3.593, 1.354], [-1.336, -3.048, -0.915], [-1.540, -2.147, -2.047], [-1.524, -3.087, -1.847]], "nbo_charge": [-0.84, -0.07, -0.66, -0.24, -0.70, -0.26, -0.08, -0.72, 0.34, 0.36, 0.22, 0.24, 0.22, 0.20, 0.19, 0.17, 0.41, 0.19, 0.18, 0.16, 0.18, 0.50, 0.48, -1.02, 0.50, 0.48, -1.10, 0.45, 0.49, -1.02, 0.49, 0.47, -0.96, 0.48, 0.49, -0.97, 0.46, 0.49, -1.18, 0.48, 0.46, -0.95, 0.50, 0.47, -0.97, 0.47, 0.47, -0.95]}